# 1
The following is a DFT calculation (ωB97M-V/def2-TZVPD) of 7 unconnected molecules or ions with the total composition C14H30N4O3S3 in a non-equilibrium geometry.

Cartesian coordinates (Å):
C (-28.493, -22.774, 14.290)
C (-29.397, -23.587, 15.049)
N (-30.126, -24.208, 15.652)
H (-27.508, -23.230, 14.381)
H (-28.299, -21.858, 14.848)
H (-28.575, -22.832, 13.205)
C (-30.723, -16.063, 18.312)
C (-31.797, -16.086, 19.301)
N (-32.665, -16.057, 20.024)
H (-30.408, -17.071, 18.043)
H (-29.903, -15.509, 18.769)
H (-31.073, -15.611, 17.384)
C (-29.416, -10.311, 22.388)
C (-28.773, -9.985, 23.641)
N (-28.256, -9.710, 24.674)
H (-28.721, -10.723, 21.657)
H (-29.833, -9.410, 21.937)
H (-30.338, -10.837, 22.637)
C (-27.661, -12.079, 12.657)
C (-27.874, -11.990, 14.104)
N (-28.138, -11.850, 15.206)
H (-27.109, -11.239, 12.235)
H (-28.620, -12.326, 12.203)
H (-27.080, -12.987, 12.490)
C (-38.757, -20.775, 21.801)
S (-39.634, -22.311, 21.271)
O (-40.232, -22.061, 19.895)
C (-40.917, -22.623, 22.514)
H (-39.400, -19.902, 21.917)
H (-37.854, -20.605, 21.214)
H (-38.424, -20.944, 22.825)
H (-41.454, -21.676, 22.568)
H (-40.513, -22.861, 23.498)
H (-41.665, -23.308, 22.117)
C (-37.597, -12.726, 24.262)
S (-37.908, -14.162, 25.377)
O (-37.345, -13.636, 26.699)
C (-39.659, -14.069, 25.356)
H (-37.621, -12.933, 23.192)
H (-36.598, -12.350, 24.485)
H (-38.379, -11.997, 24.474)
H (-40.135, -14.918, 25.848)
H (-39.949, -14.020, 24.306)
H (-39.856, -13.204, 25.989)
C (-24.188, -18.977, 16.778)
S (-24.621, -17.298, 16.297)
O (-26.158, -17.472, 15.953)
C (-24.558, -16.499, 17.961)
H (-24.845, -19.121, 17.636)
H (-23.143, -18.817, 17.041)
H (-24.159, -19.667, 15.934)
H (-23.768, -16.886, 18.605)
H (-25.380, -17.090, 18.364)
H (-24.647, -15.413, 17.989)

Summary:
- LUMO level (eV) = 0.30
- electronic energy (Ha) = -2190.50509
- HOMO energy (eV) = -8.492
- ΔE to the lowest compared entry with this formula, charge and spin (kcal per mole) = 46.8
- orbital gap (eV) = 8.8

These are the Mulliken partial charges, in e, on atoms 1 to 2: number 1, C, carries -0.78; number 2, C, carries 0.29

# 2
The following is a DFT calculation (ωB97M-V/def2-TZVPD) of 2 unconnected molecules or ions with the total composition C14H31BINO3P in a non-equilibrium geometry.

Cartesian coordinates (Å):
C (9.369, 0.941, -3.824)
C (8.195, 1.283, -2.930)
O (7.019, 1.427, -3.742)
B (5.831, 1.582, -3.113)
O (5.755, 2.082, -1.810)
P (4.199, 1.209, -4.056)
C (2.868, 1.970, -3.027)
C (1.881, 0.955, -2.420)
C (0.661, 0.714, -3.320)
I (-1.179, 0.847, -2.231)
H (10.278, 1.126, -3.261)
H (9.343, 1.569, -4.703)
H (9.369, -0.104, -4.102)
H (8.027, 0.485, -2.214)
H (8.409, 2.203, -2.401)
H (5.592, 1.371, -1.190)
H (4.026, -0.181, -3.841)
H (3.314, 2.543, -2.225)
H (2.339, 2.672, -3.659)
H (1.562, 1.331, -1.458)
H (2.361, -0.003, -2.268)
H (0.697, -0.264, -3.775)
H (0.589, 1.455, -4.101)
C (-4.757, -0.187, 4.190)
C (-4.254, -1.492, 3.515)
C (-2.738, -1.638, 3.659)
C (-1.940, -0.689, 2.770)
C (-2.372, -0.839, 1.313)
C (-3.875, -0.647, 1.122)
N (-4.634, -1.524, 2.070)
O (-4.712, -2.732, 1.628)
C (-4.227, 0.839, 1.311)
C (-4.271, -1.007, -0.302)
C (-4.921, -2.653, 4.237)
H (-5.505, -0.411, 4.949)
H (-3.949, 0.360, 4.677)
H (-5.243, 0.487, 3.493)
H (-2.458, -2.666, 3.411)
H (-2.475, -1.490, 4.708)
H (-2.061, 0.344, 3.109)
H (-0.876, -0.917, 2.861)
H (-1.845, -0.117, 0.686)
H (-2.083, -1.833, 0.959)
H (-5.307, 0.985, 1.307)
H (-3.812, 1.414, 0.483)
H (-3.823, 1.270, 2.224)
H (-3.958, -2.011, -0.574)
H (-3.796, -0.311, -0.993)
H (-5.351, -0.938, -0.437)
H (-6.001, -2.636, 4.089)
H (-4.717, -2.559, 5.303)
H (-4.545, -3.617, 3.903)

Summary:
- LUMO level (alpha / beta) (eV) = 0.29 / 0.29
- ⟨S²⟩ = 0.754
- electronic energy (Ha) = -1496.39970
- 2S+1 = 2
- HOMO energy (alpha / beta) (eV) = -8.185 / -8.523
- orbital gap (alpha / beta) (eV) = 8.5 / 8.8

These are the Mulliken partial charges, in e, on atoms 1 to 2: number 1, C, carries -1.18; number 2, C, carries -0.10

# 3
The following is a DFT calculation (ωB97M-V/def2-TZVPD) of a molecular structure, C14H31O8PS2 in a non-equilibrium geometry.

Cartesian coordinates (Å):
C (-2.968, 3.258, 3.214)
C (-1.821, 2.431, 2.597)
C (-1.477, 3.046, 1.140)
S (-2.990, 3.646, 0.495)
O (-3.459, 2.590, -0.377)
O (-2.787, 4.936, -0.172)
C (-3.991, 3.504, 2.079)
H (-2.766, 4.124, 3.845)
H (-3.354, 2.651, 4.033)
H (-2.111, 1.401, 2.389)
H (-0.953, 2.366, 3.252)
H (-1.173, 2.325, 0.381)
H (-0.780, 3.883, 1.174)
H (-4.936, 2.968, 1.991)
H (-4.236, 4.564, 2.126)
C (0.585, 0.194, 1.941)
C (-0.736, 0.586, 1.422)
C (-0.500, 0.898, -0.033)
S (1.065, 1.947, 0.084)
O (0.715, 3.245, 0.573)
O (1.947, 1.604, -1.035)
C (1.728, 1.046, 1.458)
H (0.828, -0.814, 1.606)
H (0.502, 0.141, 3.027)
H (-1.067, 1.491, 1.931)
H (-1.343, -0.310, 1.552)
H (-1.245, 1.407, -0.645)
H (-0.478, -0.108, -0.452)
H (2.293, 1.704, 2.118)
H (2.366, 0.279, 1.019)
C (0.269, -0.584, -4.452)
C (-0.293, -1.997, -4.152)
O (0.468, -2.648, -3.162)
P (0.371, -2.129, -1.579)
O (-0.860, -1.453, -1.179)
O (0.521, -3.597, -0.759)
C (0.870, -3.625, 0.550)
C (0.604, -5.002, 1.127)
O (1.693, -1.300, -1.366)
C (2.882, -1.575, -2.068)
C (4.017, -1.635, -1.020)
H (1.322, -0.751, -4.679)
H (-0.223, -0.091, -5.290)
H (0.134, 0.209, -3.717)
H (-1.367, -1.962, -3.972)
H (-0.178, -2.517, -5.103)
H (1.875, -3.239, 0.722)
H (0.229, -2.897, 1.047)
H (0.677, -4.962, 2.214)
H (-0.356, -5.471, 0.912)
H (1.432, -5.590, 0.731)
H (2.739, -2.563, -2.507)
H (3.308, -0.869, -2.781)
H (3.732, -1.511, 0.025)
H (4.644, -2.509, -1.194)
H (4.631, -0.736, -1.080)

Summary:
- LUMO level (eV) = 0.49
- electronic energy (Ha) = -2291.46588
- HOMO energy (eV) = -9.405
- orbital gap (eV) = 9.9

These are the Mulliken partial charges, in e, on atoms 1 to 2: number 1, C, carries -0.88; number 2, C, carries -0.71

Repeat the first record exactly.
The following is a DFT calculation (ωB97M-V/def2-TZVPD) of 7 unconnected molecules or ions with the total composition C14H30N4O3S3 in a non-equilibrium geometry.

Cartesian coordinates (Å):
C (-28.493, -22.774, 14.290)
C (-29.397, -23.587, 15.049)
N (-30.126, -24.208, 15.652)
H (-27.508, -23.230, 14.381)
H (-28.299, -21.858, 14.848)
H (-28.575, -22.832, 13.205)
C (-30.723, -16.063, 18.312)
C (-31.797, -16.086, 19.301)
N (-32.665, -16.057, 20.024)
H (-30.408, -17.071, 18.043)
H (-29.903, -15.509, 18.769)
H (-31.073, -15.611, 17.384)
C (-29.416, -10.311, 22.388)
C (-28.773, -9.985, 23.641)
N (-28.256, -9.710, 24.674)
H (-28.721, -10.723, 21.657)
H (-29.833, -9.410, 21.937)
H (-30.338, -10.837, 22.637)
C (-27.661, -12.079, 12.657)
C (-27.874, -11.990, 14.104)
N (-28.138, -11.850, 15.206)
H (-27.109, -11.239, 12.235)
H (-28.620, -12.326, 12.203)
H (-27.080, -12.987, 12.490)
C (-38.757, -20.775, 21.801)
S (-39.634, -22.311, 21.271)
O (-40.232, -22.061, 19.895)
C (-40.917, -22.623, 22.514)
H (-39.400, -19.902, 21.917)
H (-37.854, -20.605, 21.214)
H (-38.424, -20.944, 22.825)
H (-41.454, -21.676, 22.568)
H (-40.513, -22.861, 23.498)
H (-41.665, -23.308, 22.117)
C (-37.597, -12.726, 24.262)
S (-37.908, -14.162, 25.377)
O (-37.345, -13.636, 26.699)
C (-39.659, -14.069, 25.356)
H (-37.621, -12.933, 23.192)
H (-36.598, -12.350, 24.485)
H (-38.379, -11.997, 24.474)
H (-40.135, -14.918, 25.848)
H (-39.949, -14.020, 24.306)
H (-39.856, -13.204, 25.989)
C (-24.188, -18.977, 16.778)
S (-24.621, -17.298, 16.297)
O (-26.158, -17.472, 15.953)
C (-24.558, -16.499, 17.961)
H (-24.845, -19.121, 17.636)
H (-23.143, -18.817, 17.041)
H (-24.159, -19.667, 15.934)
H (-23.768, -16.886, 18.605)
H (-25.380, -17.090, 18.364)
H (-24.647, -15.413, 17.989)

Summary:
- LUMO level (eV) = 0.30
- electronic energy (Ha) = -2190.50509
- HOMO energy (eV) = -8.492
- ΔE to the lowest compared entry with this formula, charge and spin (kcal per mole) = 46.8
- orbital gap (eV) = 8.8

These are the Mulliken partial charges, in e, on atoms 1 to 2: number 1, C, carries -0.78; number 2, C, carries 0.29